{"formula": "C37H70Cl2HgNO2P2Si4", "method": "ωB97M-V/def2-TZVPD", "multiplicity": 2, "homo_lumo_gap_ev": [4.93, 5.57], "relative_energy_kj_mol": 0.8, "e_lumo_ev": [4.226, 4.215], "e_homo_ha": [-0.02603, -0.04997], "charge": -2, "symbols": ["Hg", "C", "C", "C", "P", "C", "C", "C", "C", "C", "C", "C", "C", "C", "C", "N", "C", "C", "C", "C", "C", "C", "C", "P", "C", "C", "C", "C", "C", "C", "H", "H", "H", "H", "H", "H", "H", "H", "H", "H", "H", "H", "H", "H", "H", "H", "H", "H", "H", "H", "H", "H", "H", "H", "H", "H", "H", "H", "H", "H", "H", "H", "H", "H", "H", "H", "H", "H", "H", "H", "Cl", "C", "Cl", "H", "H", "O", "C", "O", "H", "C", "Si", "C", "C", "Si", "Si", "C", "C", "C", "Si", "C", "C", "C", "H", "H", "H", "H", "H", "H", "H", "H", "H", "H", "H", "H", "H", "H", "H", "H", "H", "H", "H", "H", "H", "H", "H", "H", "H", "H", "H"], "coordinates": [[-0.736385, 1.390680, -0.788198], [1.928854, 2.913374, 2.675373], [0.944176, 2.399098, 3.724061], [-0.094120, 3.474720, 4.035598], [0.091395, 0.861765, 3.089652], [-0.784836, 0.279011, 4.645768], [-1.328176, -1.128878, 4.386254], [0.025139, 0.293431, 5.937628], [1.479786, -0.332380, 3.027009], [2.664427, -0.176977, 3.747174], [3.703579, -1.095365, 3.723770], [4.971587, -0.886461, 4.511747], [3.525807, -2.227571, 2.924034], [2.370114, -2.429439, 2.205956], [1.288551, -1.496574, 2.218908], [0.183400, -1.642886, 1.461708], [-0.283650, -2.881143, 1.157984], [-0.242291, -3.959644, 2.079706], [-0.791020, -5.194018, 1.798157], [-1.426669, -5.446951, 0.585985], [-2.040318, -6.788500, 0.272207], [-1.471988, -4.401841, -0.329779], [-0.922535, -3.145404, -0.091194], [-0.948751, -1.796484, -1.339022], [0.499190, -2.271898, -2.420581], [0.367550, -3.581417, -3.191003], [1.750355, -2.310612, -1.543442], [-2.393954, -2.269280, -2.402551], [-2.450225, -1.298907, -3.585160], [-3.671463, -2.168529, -1.573562], [2.403693, 3.839811, 3.014046], [2.710096, 2.181274, 2.477716], [1.421256, 3.118906, 1.728958], [1.492044, 2.177664, 4.645369], [-0.710202, 3.676854, 3.159541], [-0.755538, 3.181678, 4.854404], [0.399805, 4.409472, 4.319752], [-1.637770, 0.959564, 4.753998], [-0.510032, -1.852368, 4.402952], [-2.052150, -1.412963, 5.156781], [-1.802143, -1.208678, 3.407840], [0.947946, -0.278379, 5.816787], [0.287864, 1.304993, 6.254734], [-0.550792, -0.169447, 6.746645], [2.796478, 0.709266, 4.360926], [4.939183, 0.059962, 5.054698], [5.129612, -1.685672, 5.242667], [5.848902, -0.866332, 3.858298], [4.327684, -2.958736, 2.855073], [2.274033, -3.312689, 1.586790], [0.236778, -3.795694, 3.037357], [-0.729900, -5.984901, 2.542216], [-1.706011, -7.543192, 0.987159], [-3.133840, -6.758128, 0.312467], [-1.762777, -7.130714, -0.728234], [-1.961269, -4.589312, -1.280621], [0.590608, -1.433053, -3.119288], [0.142453, -4.409202, -2.513502], [-0.409664, -3.539694, -3.956893], [1.314224, -3.811476, -3.690964], [1.701719, -3.160047, -0.857025], [2.648628, -2.411462, -2.159082], [1.841483, -1.405247, -0.947337], [-2.291527, -3.290333, -2.780822], [-3.362179, -1.456375, -4.171028], [-2.447662, -0.264894, -3.228311], [-1.593380, -1.413601, -4.251681], [-4.540535, -2.480847, -2.159991], [-3.620622, -2.787579, -0.676805], [-3.826131, -1.134064, -1.259161], [2.858159, 1.045187, -1.426176], [3.918316, 0.662685, -0.084359], [5.548316, 0.135305, -0.619794], [3.487900, -0.151043, 0.488759], [4.060035, 1.547378, 0.522210], [0.512595, 3.431766, -2.650963], [0.822145, 2.537863, -3.460657], [0.657230, 1.299381, -3.366891], [1.326848, 2.882667, -4.402346], [-4.199136, 5.704960, -0.600354], [-2.851124, 4.462428, -1.110703], [-1.384325, 4.920413, -0.026877], [-2.380689, 4.868126, -2.896581], [-3.446000, 2.216722, -0.969558], [-5.201833, 1.916139, -2.479216], [-4.659367, 2.147636, -4.278460], [-6.000323, 0.200732, -2.437955], [-6.640831, 3.127771, -2.235358], [-4.207164, 1.553546, 1.128219], [-3.694556, -0.208982, 1.542017], [-6.098687, 1.604361, 1.287922], [-3.549561, 2.627088, 2.526936], [-3.885280, 6.726521, -0.837946], [-4.388327, 5.647777, 0.475367], [-5.146478, 5.514135, -1.108440], [-0.992984, 5.898272, -0.322862], [-0.577560, 4.193713, -0.139761], [-1.664836, 4.962399, 1.029067], [-2.819628, 5.816932, -3.220663], [-2.708305, 4.090865, -3.588487], [-1.292725, 4.922446, -2.980744], [-3.660246, 1.734808, -4.436983], [-4.623054, 3.204019, -4.553852], [-5.346629, 1.639310, -4.961662], [-5.406006, -0.506579, -3.017260], [-7.005481, 0.243665, -2.867938], [-6.079496, -0.203349, -1.426503], [-6.309212, 4.155581, -2.396574], [-7.029560, 3.068280, -1.215741], [-7.460737, 2.916960, -2.929521], [-4.296939, -0.944037, 1.003163], [-3.809093, -0.396624, 2.614135], [-2.645308, -0.383946, 1.279109], [-6.579973, 1.042505, 0.483502], [-6.470791, 2.631320, 1.235429], [-6.421055, 1.169884, 2.239565], [-2.492123, 2.402660, 2.673984], [-4.077590, 2.417972, 3.462512], [-3.638129, 3.694947, 2.310066]], "atomic_forces_ev_per_a": [[-0.419, -0.023, -0.247], [-0.037, -0.010, -0.041], [0.026, -0.051, 0.021], [0.020, -0.029, 0.066], [0.100, 0.092, -0.018], [-0.046, -0.077, -0.043], [0.004, 0.028, -0.035], [-0.028, 0.040, -0.007], [-0.060, -0.087, -0.050], [0.020, 0.030, -0.040], [0.048, 0.041, 0.027], [-0.047, -0.028, -0.070], [-0.020, 0.006, -0.023], [0.057, 0.062, -0.011], [0.068, 0.026, -0.041], [0.004, -0.055, 0.004], [-0.034, -0.014, 0.007], [-0.035, -0.059, -0.029], [0.018, 0.027, 0.036], [0.009, -0.056, -0.073], [-0.007, 0.071, 0.019], [0.000, 0.011, 0.014], [-0.017, 0.060, 0.039], [0.050, -0.098, 0.148], [0.050, 0.060, 0.051], [-0.020, 0.040, -0.014], [-0.026, -0.013, -0.001], [-0.017, 0.098, -0.013], [0.014, -0.057, -0.010], [0.048, -0.043, 0.010], [-0.009, 0.011, -0.004], [0.055, -0.025, -0.027], [-0.033, -0.004, -0.001], [0.022, 0.044, -0.007], [-0.036, 0.040, -0.052], [-0.030, -0.004, -0.023], [-0.005, -0.001, 0.014], [-0.009, 0.010, -0.033], [0.007, -0.016, -0.002], [0.018, -0.003, 0.025], [0.008, -0.012, 0.028], [0.003, -0.013, 0.003], [0.009, 0.003, 0.000], [0.003, 0.012, 0.013], [-0.004, -0.018, 0.001], [0.007, 0.002, 0.005], [0.020, 0.014, 0.019], [0.024, 0.015, 0.027], [-0.010, -0.026, -0.006], [0.010, 0.004, -0.010], [-0.012, 0.003, 0.010], [-0.005, 0.011, 0.013], [-0.006, -0.013, -0.005], [-0.004, -0.017, 0.000], [-0.006, -0.013, -0.001], [-0.002, -0.006, -0.012], [0.041, 0.013, 0.020], [0.010, -0.011, 0.001], [-0.013, -0.012, 0.008], [-0.007, 0.001, -0.022], [0.024, -0.017, -0.005], [0.003, 0.010, -0.007], [-0.010, 0.010, 0.056], [0.006, -0.001, -0.030], [0.005, -0.007, -0.010], [-0.010, 0.009, -0.007], [0.012, 0.023, 0.007], [-0.010, 0.023, -0.006], [-0.009, 0.000, 0.004], [0.000, -0.009, 0.003], [0.081, 0.042, 0.006], [-0.036, -0.021, -0.029], [-0.011, -0.006, 0.024], [-0.014, -0.055, 0.088], [-0.003, 0.011, 0.051], [-0.039, -0.010, 0.095], [0.012, -0.015, -0.066], [-0.129, -0.057, 0.137], [-0.013, 0.003, -0.011], [-0.122, -0.098, 0.020], [0.008, 0.332, -0.053], [0.060, -0.138, 0.129], [-0.042, -0.038, -0.064], [0.551, -0.169, 0.069], [-0.092, -0.007, -0.275], [0.126, 0.020, -0.005], [0.063, -0.056, 0.149], [0.041, 0.086, 0.168], [-0.177, -0.038, 0.166], [0.068, -0.034, -0.104], [-0.058, 0.043, -0.111], [0.111, 0.145, -0.046], [0.035, 0.004, 0.015], [-0.001, -0.001, 0.005], [0.002, 0.032, -0.011], [-0.042, 0.028, -0.002], [0.030, 0.034, -0.057], [-0.004, -0.001, 0.030], [-0.012, 0.027, 0.032], [0.004, 0.012, -0.020], [-0.025, -0.060, 0.027], [-0.012, -0.020, -0.019], [-0.005, 0.003, 0.006], [-0.046, 0.017, 0.019], [-0.016, 0.011, -0.021], [0.004, 0.033, -0.036], [-0.044, -0.008, -0.010], [-0.017, -0.002, -0.037], [-0.029, -0.006, -0.015], [0.019, -0.030, -0.032], [-0.010, -0.001, 0.012], [-0.049, 0.014, -0.002], [0.014, 0.002, 0.033], [-0.017, -0.010, 0.015], [0.011, 0.004, 0.020], [0.030, 0.007, 0.024], [0.052, -0.001, 0.004], [-0.008, -0.040, -0.001], [-0.029, -0.005, 0.017]]}